<A>
Here is a molecular structure, C7H14O from OMol25. Energies are from wB97M-V/def2-TZVPD.

Geometry as ORCA input:
```
! RIJCOSX wB97M-V def2-TZVPD def2/J DEFGRID3
* xyz 0 1
H 1.691 -0.130 -2.456
H 2.781 -0.042 1.405
H -3.268 -0.522 1.127
H -1.906 1.709 1.492
H -1.217 2.025 -0.113
C -1.909 1.392 0.440
H 2.022 -1.442 -1.283
H -0.967 -1.131 -2.156
H -0.521 0.648 -1.908
C 1.723 -0.306 1.527
H 2.733 0.169 -1.110
O -2.413 -0.935 0.943
C -1.558 -0.053 0.308
H 0.893 1.189 0.169
H -2.915 1.590 0.048
H 1.370 0.184 2.441
C -0.273 -0.631 -0.086
C -0.516 -0.367 -1.526
C 0.956 0.110 0.304
H 1.671 -1.386 1.687
H -0.207 -1.694 0.148
C 1.830 -0.377 -1.401
*
```

As for the LUMO energy: 0.82 eV. The value obtained for the orbital gap is 7.44 eV. For the highest occupied orbital energy, the calculation gives -6.62 eV.

***

<B>
Here is 2 unconnected molecules or ions with the total composition C7H14O from OMol25. Energies are from wB97M-V/def2-TZVPD.

Geometry as ORCA input:
```
! RIJCOSX wB97M-V def2-TZVPD def2/J DEFGRID3
* xyz 0 1
H 0.934 -1.830 0.559
C -0.289 2.030 -1.136
C -0.075 -1.438 0.704
C -0.278 -0.007 0.423
H 3.238 -3.292 -4.560
H 0.243 2.094 -2.085
H 0.607 1.685 1.377
H -0.841 -3.261 1.572
C -0.130 0.517 -0.802
H -1.904 -1.735 1.563
H -1.460 2.246 2.861
H -1.839 0.711 2.843
H 0.351 2.513 -0.408
O 3.538 -2.424 -4.765
H 3.294 -1.838 -4.049
H 0.010 -0.077 -1.699
C -0.966 -2.226 1.303
H 0.489 0.239 2.380
C -0.063 0.887 1.704
H -1.324 2.323 -1.221
C -1.404 1.454 2.116
H -2.129 1.428 1.321
*
```

As for the LUMO energy: 0.57 eV. The value obtained for the orbital gap is 9.69 eV. For the highest occupied orbital energy, the calculation gives -9.12 eV. The SMILES is C=C/C(=C/C)CC.O.

***

<C>
Here is a molecular structure, C7H14O from OMol25. Energies are from wB97M-V/def2-TZVPD.

Geometry as ORCA input:
```
! RIJCOSX wB97M-V def2-TZVPD def2/J DEFGRID3
* xyz 0 1
C 1.146 0.595 1.106
H -1.595 -1.799 -1.714
H 1.473 0.031 -2.045
H -1.603 -1.507 1.261
H -1.074 0.837 0.747
H 2.300 -0.016 2.833
H 1.971 0.610 0.391
C 1.422 -0.341 2.260
H 1.012 1.621 1.458
H 1.596 -1.362 1.910
C -0.229 0.174 -1.125
H -0.767 1.399 -2.804
H -2.701 -0.649 -0.847
C -1.696 -1.063 -0.921
H 0.514 2.084 -1.797
H -0.204 -2.102 0.323
O 0.786 -0.573 -1.730
H -1.157 2.128 -1.233
C -0.426 1.523 -1.772
C -0.384 0.093 0.343
C -0.968 -1.322 0.394
H 0.581 -0.363 2.962
*
```

As for the LUMO energy: 0.91 eV. The value obtained for the orbital gap is 9.14 eV. For the highest occupied orbital energy, the calculation gives -8.23 eV.

***

<D>
Here is 2 unconnected molecules or ions with the total composition C7H14O from OMol25. Energies are from wB97M-V/def2-TZVPD.

Geometry as ORCA input:
```
! RIJCOSX wB97M-V def2-TZVPD def2/J DEFGRID3
* xyz 0 1
H 0.099 -1.048 2.145
H 0.017 -2.289 0.537
H -2.446 2.065 0.792
C 0.998 -0.385 2.071
H 2.304 -0.102 0.237
H -1.108 2.352 -0.557
C 1.245 -0.104 0.632
H 1.431 1.094 -1.699
H 0.509 -0.224 -3.617
C 0.195 -0.281 -2.552
H 0.745 -2.237 -0.774
C -1.323 0.382 0.129
H -0.468 -1.072 -2.412
H -0.741 2.242 1.093
C 0.203 0.299 -0.139
H -1.504 -0.280 1.028
H 1.841 -0.787 2.589
H -2.042 0.158 -0.582
O 0.213 -2.853 -0.196
C -1.410 1.916 0.324
C 0.534 0.562 -1.549
H 0.708 0.591 2.501
*
```

As for the LUMO energy: 0.79 eV. The value obtained for the orbital gap is 9.44 eV. For the highest occupied orbital energy, the calculation gives -8.65 eV. The SMILES is C=C/C(=C/C)CC.O.

***

<B> ends up most stable, edging out the next structure by 6.5 kJ/mol.

***

<A>
Here is CH2BrNSi in the gas phase from OMol25. Energies are from wB97M-V/def2-TZVPD.

Geometry as ORCA input:
```
! RIJCOSX wB97M-V def2-TZVPD def2/J DEFGRID3
* xyz 0 1
H 0.323 0.198 -1.369
Si 0.445 -0.178 0.043
C 0.319 -2.069 0.034
H -0.058 0.420 1.360
Br 2.627 0.028 -0.011
N 0.626 -3.179 -0.053
*
```

As for the LUMO energy: 0.00 eV. The value obtained for the orbital gap is 10.93 eV. For the highest occupied orbital energy, the calculation gives -10.93 eV. The SMILES is N#C[SiH2]Br.

***

<B>
Here is CH2BrNSi in the gas phase from OMol25. Energies are from wB97M-V/def2-TZVPD.

Geometry as ORCA input:
```
! RIJCOSX wB97M-V def2-TZVPD def2/J DEFGRID3
* xyz 0 1
Br 2.264 0.982 -0.024
C -0.567 -1.584 -0.051
H -0.377 1.670 -1.081
H -0.456 0.935 1.225
N -0.942 -2.637 0.015
Si 0.078 0.634 -0.085
*
```

As for the LUMO energy: -0.67 eV. The value obtained for the orbital gap is 10.88 eV. For the highest occupied orbital energy, the calculation gives -11.55 eV. The SMILES is N#C[SiH2]Br.

***

<A> ends up most stable, edging out the next structure by 93.4 kJ/mol.

***

<A>
Here is 2 unconnected molecules or ions with the total composition C2H4NP from OMol25. Energies are from wB97M-V/def2-TZVPD.

Geometry as ORCA input:
```
! RIJCOSX wB97M-V def2-TZVPD def2/J DEFGRID3
* xyz 0 3
H -0.431 0.501 1.397
H 0.382 -0.653 -1.295
C 0.198 -0.592 -0.177
H 0.357 -1.554 0.497
C -0.164 0.534 0.333
H -0.196 1.381 -0.423
N -2.574 0.705 -0.555
P -3.448 -0.218 0.194
*
```

As for the expectation value of S²: 2.01. As for the LUMO energy (alpha / beta): 0.03 / -3.28 eV. The value obtained for the orbital gap (alpha / beta) is 6.75 / 7.49 eV. For the highest occupied orbital energy (alpha / beta), the calculation gives -6.72 / -10.77 eV.

***

<B>
Here is C2H4NP in the gas phase from OMol25. Energies are from wB97M-V/def2-TZVPD.

Geometry as ORCA input:
```
! RIJCOSX wB97M-V def2-TZVPD def2/J DEFGRID3
* xyz 0 3
H -0.170 1.322 0.825
C 0.601 -0.316 -0.300
H 1.363 -0.016 -1.119
C -0.548 0.667 -0.031
H 0.486 -1.476 1.045
P -2.155 -0.221 0.197
H -0.559 1.398 -0.829
N 0.983 -1.358 0.211
*
```

As for the expectation value of S²: 2.00. As for the LUMO energy (alpha / beta): 1.14 / -1.08 eV. The value obtained for the orbital gap (alpha / beta) is 9.96 / 8.93 eV. For the highest occupied orbital energy (alpha / beta), the calculation gives -8.83 / -10.01 eV.

***

<B> ends up most stable, edging out the next structure by 295.0 kJ/mol.

***

<A>
Here is 2 unconnected molecules or ions with the total composition C3H8OS from OMol25. Energies are from wB97M-V/def2-TZVPD.

Geometry as ORCA input:
```
! RIJCOSX wB97M-V def2-TZVPD def2/J DEFGRID3
* xyz 0 1
H -0.134 1.171 -0.213
C -1.087 1.352 -0.679
H -2.163 1.596 -2.467
S 0.948 -1.613 0.038
H 2.101 -1.754 2.159
H 1.110 -0.275 2.025
H -1.923 1.490 -0.010
O -0.531 -2.001 0.676
C -1.218 1.410 -1.986
H -1.166 -1.309 0.456
C 1.787 -0.945 1.506
H -0.374 1.276 -2.643
H 2.650 -0.399 1.138
*
```

As for the LUMO energy: 0.86 eV. The value obtained for the orbital gap is 9.53 eV. For the highest occupied orbital energy, the calculation gives -8.67 eV. The SMILES is C=C.CSO.

***

<B>
Here is 2 unconnected molecules or ions with the total composition C3H8OS from OMol25. Energies are from wB97M-V/def2-TZVPD.

Geometry as ORCA input:
```
! RIJCOSX wB97M-V def2-TZVPD def2/J DEFGRID3
* xyz 0 1
O -1.154 3.260 -0.100
S 2.805 -3.237 0.588
C 1.657 -2.073 1.483
H 0.975 -2.769 2.099
H -0.606 1.036 -1.341
C -2.010 2.396 -0.373
H 3.654 -2.251 0.047
H -1.174 2.246 -2.221
H -2.351 0.587 -1.694
H 1.966 -1.217 2.048
H -3.038 2.279 0.099
H 0.945 -1.685 0.830
C -1.669 1.427 -1.465
*
```

As for the LUMO energy: 0.65 eV. The value obtained for the orbital gap is 9.85 eV. For the highest occupied orbital energy, the calculation gives -9.20 eV. The SMILES is CC=O.CS.

***

<A> ends up most stable, edging out the next structure by 38.2 kJ/mol.

***

<A>
Here is 2 unconnected molecules or ions with the total composition C3H8OS from OMol25. Energies are from wB97M-V/def2-TZVPD.

Geometry as ORCA input:
```
! RIJCOSX wB97M-V def2-TZVPD def2/J DEFGRID3
* xyz 0 1
H 3.375 -1.739 -0.917
S 1.449 -0.734 0.337
O -2.619 0.327 -1.318
H -2.261 1.148 -1.680
C -2.190 1.671 0.661
H 4.062 -0.990 0.495
H -2.130 1.652 1.751
H -1.864 2.536 0.112
C 3.150 -1.518 0.142
H 1.462 -0.136 -0.855
H -2.998 -0.275 0.619
H 3.145 -2.500 0.620
C -2.581 0.557 0.033
*
```

As for the LUMO energy: 0.87 eV. The value obtained for the orbital gap is 9.98 eV. For the highest occupied orbital energy, the calculation gives -9.11 eV. The SMILES is C=CO.CS.

***

<B>
Here is 2 unconnected molecules or ions with the total composition C3H8OS from OMol25. Energies are from wB97M-V/def2-TZVPD.

Geometry as ORCA input:
```
! RIJCOSX wB97M-V def2-TZVPD def2/J DEFGRID3
* xyz 0 1
H 1.700 0.675 2.471
S -1.436 -0.424 -1.938
H -0.152 -0.046 -1.785
H -2.214 -2.239 -0.403
C 1.459 1.401 0.499
H 3.189 1.010 1.568
H 2.068 -0.478 1.250
H -3.429 -1.765 -1.716
C 2.197 0.567 1.503
H -3.118 -0.687 -0.458
O 1.187 0.992 -0.606
C -2.636 -1.467 -1.036
H 1.186 2.460 0.652
*
```

As for the LUMO energy: 0.85 eV. The value obtained for the orbital gap is 9.19 eV. For the highest occupied orbital energy, the calculation gives -8.34 eV. The SMILES is CC=O.CS.

***

<C>
Here is 2 unconnected molecules or ions with the total composition C3H8OS from OMol25. Energies are from wB97M-V/def2-TZVPD.

Geometry as ORCA input:
```
! RIJCOSX wB97M-V def2-TZVPD def2/J DEFGRID3
* xyz 0 1
H -0.557 0.530 -1.540
S -2.338 -0.237 -0.031
O 0.093 -1.232 1.176
H 1.558 -0.006 -0.699
C -0.689 0.518 -0.506
H 2.105 0.389 -1.001
C -0.617 -0.870 0.071
H 0.427 -0.451 1.525
H 0.640 1.262 1.045
C -0.172 1.632 0.339
H -0.847 2.159 0.901
H 0.514 2.235 -0.295
H -0.509 -1.632 -0.810
*
```

As for the LUMO energy: 0.87 eV. The value obtained for the orbital gap is 9.83 eV. For the highest occupied orbital energy, the calculation gives -8.96 eV. The SMILES is C[C@@H]1S[C@@H]1O.[H][H].

***

<A> ends up most stable, edging out the next structure by 73.0 kJ/mol.

***

<A>
Here is C3H8OS in the gas phase from OMol25. Energies are from wB97M-V/def2-TZVPD.

Geometry as ORCA input:
```
! RIJCOSX wB97M-V def2-TZVPD def2/J DEFGRID3
* xyz 0 1
H 0.350 -0.532 -2.300
C 0.630 -0.106 -1.299
C -0.090 -0.322 1.130
H 1.540 -0.556 -1.017
O -1.224 -0.841 1.803
H -1.929 -0.221 2.083
H 0.734 -0.993 1.258
H -1.099 0.642 -0.589
H 1.260 1.934 -0.306
S 1.031 1.682 -1.541
C -0.514 -0.188 -0.309
H -1.073 -1.070 -0.510
H 0.386 0.573 1.599
*
```

As for the LUMO energy: 0.88 eV. The value obtained for the orbital gap is 9.96 eV. For the highest occupied orbital energy, the calculation gives -9.08 eV. The SMILES is OCCCS.

***

<B>
Here is C3H8OS in the gas phase from OMol25. Energies are from wB97M-V/def2-TZVPD.

Geometry as ORCA input:
```
! RIJCOSX wB97M-V def2-TZVPD def2/J DEFGRID3
* xyz 0 1
H -1.701 -0.833 -0.729
O 1.357 1.241 0.878
H -0.309 -1.589 -1.501
H 0.013 0.511 2.229
H 1.171 -0.901 0.216
C 0.122 -0.749 0.483
C -0.622 -0.769 -0.853
H 1.372 2.132 1.242
S -0.325 0.697 -1.946
C 0.111 0.623 1.146
H -0.187 -0.008 -3.070
H -0.261 -1.543 1.114
H -0.741 1.188 0.792
*
```

As for the LUMO energy: 0.91 eV. The value obtained for the orbital gap is 9.77 eV. For the highest occupied orbital energy, the calculation gives -8.86 eV. The SMILES is OCCCS.

***

<B> ends up most stable, edging out the next structure by 29.8 kJ/mol.

***

<A>
Here is C2H3N3O in the gas phase from OMol25. Energies are from wB97M-V/def2-TZVPD.

Geometry as ORCA input:
```
! RIJCOSX wB97M-V def2-TZVPD def2/J DEFGRID3
* xyz 0 1
N -1.486 -0.015 0.139
C 0.828 0.180 -0.499
N 1.606 0.699 0.395
H -2.318 -0.541 0.362
O -0.225 -1.897 0.085
H -1.567 0.959 -0.101
C -0.326 -0.696 -0.060
H 1.216 0.134 -1.507
N 2.272 1.176 1.184
*
```

As for the LUMO energy: 0.60 eV. The value obtained for the orbital gap is 9.44 eV. For the highest occupied orbital energy, the calculation gives -8.84 eV.

***

<B>
Here is C2H3N3O in the gas phase from OMol25. Energies are from wB97M-V/def2-TZVPD.

Geometry as ORCA input:
```
! RIJCOSX wB97M-V def2-TZVPD def2/J DEFGRID3
* xyz 0 1
H 2.194 -0.799 0.081
H -2.219 -1.177 -0.114
N 0.157 -1.121 0.272
N 1.347 -0.464 0.507
O -1.973 -0.257 -0.272
C 0.068 1.075 -0.146
C -0.654 -0.147 -0.062
H -0.216 2.056 -0.476
N 1.295 0.838 0.208
*
```

As for the LUMO energy: 0.87 eV. The value obtained for the orbital gap is 10.59 eV. For the highest occupied orbital energy, the calculation gives -9.71 eV. The SMILES is Oc1cn[nH]n1.

***

<B> ends up most stable, edging out the next structure by 22.5 kJ/mol.

***

<A>
Here is C2H3N3O in the gas phase from OMol25. Energies are from wB97M-V/def2-TZVPD.

Geometry as ORCA input:
```
! RIJCOSX wB97M-V def2-TZVPD def2/J DEFGRID3
* xyz 0 1
N 1.575 0.847 0.409
N 2.022 1.731 0.976
H -2.309 -0.341 0.026
O -0.469 -1.583 -0.952
N -1.424 0.101 0.214
C 1.035 -0.145 -0.232
H -1.390 0.981 0.696
C -0.360 -0.535 -0.314
H 1.320 -1.058 -0.823
*
```

As for the LUMO energy: 0.23 eV. The value obtained for the orbital gap is 9.24 eV. For the highest occupied orbital energy, the calculation gives -9.02 eV.

***

<B>
Here is C2H3N3O in the gas phase from OMol25. Energies are from wB97M-V/def2-TZVPD.

Geometry as ORCA input:
```
! RIJCOSX wB97M-V def2-TZVPD def2/J DEFGRID3
* xyz 0 1
H -1.693 1.207 0.704
H -2.606 -0.578 -0.308
C -1.476 -0.609 -0.219
N 0.647 -1.319 -0.448
H 2.610 0.272 -0.824
N 0.230 0.783 0.578
O 2.364 -0.039 0.063
N -1.068 0.469 0.373
C 0.993 -0.187 0.081
*
```

As for the LUMO energy (alpha / beta): -1.03 / -1.02 eV. The value obtained for the orbital gap (alpha / beta) is 8.09 / 8.09 eV. For the highest occupied orbital energy (alpha / beta), the calculation gives -9.12 / -9.12 eV.

***

<A> ends up most stable, edging out the next structure by 331.5 kJ/mol.